{
  "formula": "C11H12ClNO3S",
  "method": "wB97M-V/def2-TZVPD",
  "smiles": "CC(=O)SCC(=O)Nc1cc(Cl)c(C)cc1O",
  "gap_ev": 8.430,
  "energy_ha": -1565.25587,
  "e_homo_ev": -8.03,
  "species": ["O", "O", "Cl", "O", "S", "C", "C", "C", "C", "C", "C", "C", "C", "N", "C", "C", "C", "H", "H", "H", "H", "H", "H", "H", "H", "H", "H", "H", "H"],
  "coordinates": [[-1.23, -2.90, -0.82], [-0.40, 1.17, -2.77], [0.78, -0.05, 3.89], [-0.40, 3.03, -1.01], [0.20, -2.39, -2.95], [-0.32, -3.31, -1.54], [-0.69, 0.14, -2.22], [0.05, 0.23, 1.33], [0.45, 2.95, 1.21], [0.55, 0.84, 2.46], [-0.06, 2.29, 0.10], [-0.25, 0.89, 0.14], [0.75, 2.23, 2.40], [-0.75, 0.02, -0.84], [0.33, -4.64, -1.27], [-1.08, -1.05, -3.10], [1.12, 3.07, 3.59], [-0.51, 2.42, -1.79], [-0.16, -0.83, 1.47], [0.56, 4.03, 1.21], [-0.97, -0.93, -0.51], [1.39, -4.48, -1.14], [-0.09, -5.10, -0.35], [0.19, -5.29, -2.14], [-2.05, -1.47, -2.82], [-1.12, -0.75, -4.15], [0.27, 3.68, 3.93], [1.49, 2.46, 4.41], [1.94, 3.76, 3.28]]
}


{
  "formula": "C9H44AgB2N18O9",
  "method": "wB97M-V/def2-TZVPD",
  "s2": 2.014,
  "total_charge": 1,
  "gap_ev": [9.338, 3.319],
  "energy_ha": -2228.34907,
  "spin_multiplicity": 3,
  "e_homo_ev": [-11.57, -11.57],
  "species": ["Ag", "B", "H", "H", "H", "H", "B", "H", "H", "H", "H", "C", "O", "N", "N", "H", "H", "H", "H", "C", "O", "N", "N", "H", "H", "H", "H", "C", "O", "N", "N", "H", "H", "H", "H", "C", "O", "N", "N", "H", "H", "H", "H", "C", "O", "N", "N", "H", "H", "H", "H", "C", "O", "N", "N", "H", "H", "H", "H", "C", "O", "N", "N", "H", "H", "H", "H", "C", "O", "N", "N", "H", "H", "H", "H", "C", "O", "N", "N", "H", "H", "H", "H"],
  "coordinates": [[0.98, 1.41, 1.16], [-0.89, 2.91, 1.01], [-1.69, 3.64, 1.07], [-0.10, 3.17, 0.32], [-0.60, 2.70, 2.03], [-1.44, 2.07, 0.64], [0.17, -0.47, 0.06], [1.09, -0.05, -0.31], [0.09, -0.43, 1.14], [-0.72, -0.09, -0.42], [0.20, -1.53, -0.17], [0.63, 0.60, 4.45], [0.71, 0.73, 3.28], [0.51, 1.56, 5.28], [0.79, -0.57, 5.05], [0.59, 1.33, 6.26], [0.39, 2.51, 4.96], [0.47, -0.51, 6.01], [1.18, -1.44, 4.74], [-3.10, -1.29, -4.24], [-4.01, -0.62, -3.74], [-2.04, -1.65, -3.56], [-2.85, -1.37, -5.57], [-1.14, -1.68, -4.02], [-1.92, -1.66, -2.55], [-2.22, -2.12, -5.82], [-3.60, -1.08, -6.18], [4.10, -0.19, 0.96], [3.24, 0.51, 1.45], [3.86, -1.11, 0.07], [5.30, -0.34, 1.18], [2.91, -1.23, -0.25], [4.65, -1.45, -0.46], [5.65, 0.25, 1.92], [5.77, -1.21, 0.94], [0.23, -3.21, 2.91], [0.35, -3.98, 3.86], [-0.89, -2.71, 2.57], [1.12, -2.88, 2.06], [-0.88, -2.00, 1.85], [-1.78, -2.88, 3.02], [1.94, -3.46, 2.14], [0.92, -2.47, 1.16], [2.00, -1.20, -3.78], [0.87, -1.52, -3.99], [3.11, -1.61, -4.33], [2.24, -0.34, -2.78], [2.92, -2.45, -4.87], [4.07, -1.37, -4.12], [3.13, 0.08, -2.55], [1.47, -0.18, -2.15], [-3.59, -1.63, 0.05], [-4.70, -2.08, 0.00], [-3.27, -0.35, 0.46], [-2.46, -2.24, -0.32], [-2.39, 0.07, 0.20], [-4.06, 0.17, 0.81], [-2.58, -3.21, -0.58], [-1.52, -1.90, -0.48], [-0.97, 2.28, -3.32], [-0.34, 3.25, -3.49], [-1.51, 2.08, -2.17], [-0.99, 1.29, -4.09], [-1.85, 1.18, -1.86], [-1.30, 2.79, -1.48], [-1.95, 0.96, -4.06], [-0.56, 1.27, -5.00], [-3.36, -0.27, 4.32], [-3.11, -0.99, 5.21], [-2.58, -0.11, 3.28], [-4.46, 0.44, 4.11], [-2.95, 0.41, 2.49], [-1.79, -0.75, 3.29], [-4.42, 1.24, 3.50], [-5.22, 0.14, 4.71], [2.74, 3.09, -1.31], [2.08, 2.37, -0.65], [2.16, 3.81, -2.29], [4.03, 3.27, -1.10], [2.82, 4.32, -2.86], [1.28, 3.61, -2.73], [4.55, 3.90, -1.68], [4.49, 2.51, -0.62]]
}


{
  "formula": "C2H5O6P",
  "method": "wB97M-V/def2-TZVPD",
  "total_charge": -2,
  "smiles": "O=[P@]([O-])(O)[C@H](O)OC[O-]",
  "gap_ev": 7.266,
  "energy_ha": -872.05805,
  "e_homo_ev": -0.33,
  "species": ["C", "C", "O", "O", "O", "O", "O", "O", "P", "H", "H", "H", "H", "H"],
  "coordinates": [[1.56, 0.62, 0.18], [-0.12, -0.81, -0.74], [-2.81, -0.27, -0.68], [-1.43, -0.40, 1.58], [-1.14, 1.63, -0.17], [1.43, 1.90, 0.09], [-0.05, -1.98, 0.04], [1.13, -0.23, -0.90], [-1.56, 0.08, 0.08], [1.18, 0.16, 1.14], [2.59, 0.34, 0.17], [-0.44, -1.26, -1.85], [-0.10, 1.83, 0.09], [-0.24, -1.61, 0.97]]
}


{
  "formula": "C4H4N2O",
  "method": "wB97M-V/def2-TZVPD",
  "smiles": "N=C=C/N=C\\C=O",
  "gap_ev": 8.095,
  "energy_ha": -339.46756,
  "e_homo_ev": -8.64,
  "species": ["N", "C", "C", "N", "C", "C", "O", "H", "H", "H", "H"],
  "coordinates": [[2.34, 0.32, -0.27], [1.58, -0.58, -0.01], [0.64, -1.53, 0.06], [-0.70, -1.24, -0.02], [-1.42, -0.18, -0.05], [-1.13, 1.28, -0.03], [-0.05, 1.83, 0.02], [2.42, 1.20, 0.23], [0.88, -2.58, 0.18], [-2.49, -0.39, -0.05], [-2.07, 1.88, -0.06]]
}